22
Properties=species:S:1:pos:R:3:forces:R:3:lowdin_charge:R:1 method="wB97M-V/def2-TZVPD" total_energy_ev=-89113.5828 fmax_ev_per_a=5.992 relative_energy_ev=3.379 e_homo_ev="-8.4 / -6.8" homo_lumo_gap_ev="8.35 / 5.60"
C -0.600 0.689 1.783 -2.632 1.181 -1.102 -0.3096
C -1.674 0.267 -1.228 0.976 3.698 -1.199 -0.4125
C -0.421 1.012 -0.632 -0.582 -2.618 -0.085 -0.1206
C -2.782 0.350 -0.263 -2.271 -0.265 -0.315 -1.0180
C 2.467 0.404 0.343 0.498 -0.505 0.278 -0.0505
C 1.191 -1.742 -0.049 -2.135 -1.632 1.245 -0.0551
C 1.292 -0.456 0.702 -1.941 0.430 1.416 -0.3656
N -0.097 0.274 0.702 3.838 -0.112 -4.600 -0.0202
O -0.699 0.518 2.927 0.530 -0.475 2.426 0.1506
Br -3.694 2.070 -0.140 0.595 -0.733 -0.019 0.5494
I -4.346 -1.263 -0.669 1.266 1.120 0.473 0.5937
H -1.823 0.882 -2.235 -0.302 -1.439 1.748 0.1532
H -1.447 -0.737 -1.448 0.352 -1.239 -0.319 0.0491
H 0.354 1.029 -1.471 -0.363 -0.334 1.796 0.1427
H -0.673 1.999 -0.366 -0.319 1.237 0.153 0.0736
H 2.386 1.439 0.637 -0.307 0.367 -0.228 0.0851
H 3.322 0.034 0.918 0.024 -0.124 -0.148 0.0906
H 2.707 0.251 -0.699 0.137 0.475 -0.407 0.0770
H 2.073 -2.364 0.026 0.555 0.326 -0.665 0.0839
H 0.771 -1.538 -1.016 0.520 -0.270 -0.925 0.0641
H 0.414 -2.445 0.433 0.842 1.281 -0.486 0.1188
H 1.276 -0.671 1.746 0.720 -0.369 0.964 0.1204



62
Properties=species:S:1:pos:R:3:forces:R:3:lowdin_charge:R:1 method="wB97M-V/def2-TZVPD" total_energy_ev=-116277.6348 fmax_ev_per_a=2.763 relative_energy_ev=13.211 charge=+1 e_homo_ev=-10.7 homo_lumo_gap_ev=2.79
Ca -5.952 1.039 4.450 0.835 -0.333 -0.653 1.4461
Br -2.189 -0.474 1.611 -0.826 0.343 0.636 -0.4466
C 1.403 -5.706 -3.232 0.419 -0.712 -1.098 -0.0991
C 0.899 -4.430 -3.967 1.039 -1.375 2.159 -0.2983
O -0.317 -4.176 -3.305 -1.496 0.632 -0.741 -0.0960
H 0.652 -6.456 -3.479 -0.269 -0.006 0.209 0.0678
H 1.504 -5.729 -2.147 -0.072 0.714 -0.026 0.0669
H 2.299 -6.168 -3.648 0.404 0.377 -0.082 0.0617
H 0.805 -4.751 -5.004 -0.597 0.596 -0.021 0.1098
H 1.522 -3.541 -3.869 0.403 -0.195 -0.302 0.1046
H -0.154 -3.676 -2.501 0.166 -0.028 -0.093 0.0829
C -2.093 4.603 -5.045 -1.306 0.441 0.424 -0.0704
C -1.597 5.706 -4.134 1.198 1.975 -0.197 -0.4129
C -1.955 7.195 -4.634 0.074 -1.353 0.075 -0.1861
O -1.360 7.457 -5.914 -1.374 -0.610 0.081 -0.2001
C -1.596 8.811 -6.312 1.124 -0.174 0.912 -0.1009
N -2.016 5.531 -2.721 -0.257 -0.029 -0.507 0.0228
H -1.689 3.640 -4.733 0.223 0.025 -0.301 0.0757
H -1.940 4.838 -6.099 0.480 -0.154 0.144 0.0807
H -3.175 4.533 -4.932 -0.239 -0.121 0.043 0.0746
H -0.514 5.675 -4.249 0.386 0.041 0.281 0.1208
H -1.661 8.007 -3.970 0.616 -0.284 0.609 0.1087
H -3.042 7.264 -4.589 -0.422 -0.003 -0.764 0.1139
H -0.835 9.345 -5.743 -0.161 0.798 0.018 0.0831
H -2.583 9.182 -6.035 -0.141 -0.150 -0.161 0.0849
H -1.371 8.993 -7.363 -0.233 -0.521 -0.007 0.0875
H -1.750 4.622 -2.370 -0.102 -0.395 -0.335 0.0584
H -1.544 6.150 -2.078 0.133 0.508 -0.307 0.0593
C 4.434 4.863 1.464 1.761 -0.166 0.719 -0.0649
C 4.967 3.950 2.610 -1.067 1.092 -0.233 -0.3944
C 6.064 4.569 3.477 0.546 -0.052 0.469 -0.1966
O 7.359 4.622 2.842 -1.131 -0.445 -0.060 -0.1801
C 7.719 5.866 2.297 0.573 0.372 0.879 -0.1220
N 3.773 3.562 3.438 0.920 -0.486 -0.497 0.0238
H 3.734 4.272 0.874 -0.108 0.475 -0.102 0.0747
H 5.293 5.187 0.876 -0.109 -0.244 -0.535 0.0561
H 4.063 5.806 1.867 -0.631 -0.185 0.067 0.0772
H 5.403 3.082 2.114 -0.114 -0.298 0.354 0.1358
H 6.188 4.025 4.413 0.087 -0.863 -0.330 0.1178
H 5.774 5.515 3.935 -0.110 0.758 -0.707 0.1184
H 8.783 5.848 2.060 -0.059 -0.356 -0.285 0.0881
H 7.665 6.590 3.110 -0.329 0.543 -0.151 0.0842
H 7.159 6.196 1.422 -0.192 -0.106 0.013 0.0745
H 3.108 4.322 3.435 0.145 0.538 0.216 0.0522
H 3.295 2.904 2.840 -0.186 -0.575 0.180 0.0551
C -2.915 -8.066 2.045 1.176 -0.504 1.041 -0.0683
C -4.198 -8.165 2.880 1.183 -0.985 -1.142 -0.4560
C -4.017 -8.727 4.327 0.234 -1.099 -2.136 -0.1447
O -3.448 -10.082 4.185 -0.514 2.389 0.265 -0.1823
C -3.571 -10.784 5.377 0.260 -0.543 0.862 -0.1526
N -4.819 -6.884 2.787 -0.889 0.824 0.706 0.0231
H -2.322 -7.203 2.346 -0.044 0.321 -0.161 0.0717
H -3.056 -8.074 0.964 -0.383 0.293 0.186 0.0802
H -2.265 -8.912 2.268 -0.053 -0.220 -0.023 0.0710
H -4.741 -8.854 2.233 -0.743 -0.340 0.755 0.1373
H -5.000 -8.761 4.797 -0.185 -0.278 0.129 0.1118
H -3.400 -8.057 4.926 0.446 -0.131 0.092 0.1208
H -4.617 -10.978 5.613 -0.161 -0.488 -0.120 0.0856
H -3.184 -10.291 6.269 0.229 0.716 -0.018 0.0804
H -2.947 -11.676 5.325 -0.467 -0.281 -0.305 0.0919
H -5.729 -6.907 3.223 -0.438 -0.051 -0.060 0.0647
H -4.303 -6.240 3.370 0.348 0.375 -0.063 0.0657



76
Properties=species:S:1:pos:R:3:forces:R:3:lowdin_charge:R:1 method="wB97M-V/def2-TZVPD" total_energy_ev=-251478.6106 fmax_ev_per_a=6.259 charge=+1 e_homo_ev=-11.8 homo_lumo_gap_ev=8.52
C 5.886 -4.222 -0.069 0.087 1.078 -0.886 -0.1349
C 5.473 -3.064 -1.126 0.950 -0.310 0.663 -0.2508
C 6.832 -2.251 -1.447 -0.599 -0.283 -1.276 -0.2351
C 6.605 -0.704 -1.748 -0.521 0.063 0.293 -0.2297
C 6.026 0.122 -0.473 1.441 -0.611 -1.554 -0.2144
C 6.215 1.664 -0.827 0.823 -0.091 1.043 -0.2128
C 5.543 2.692 0.203 -0.153 0.151 -0.468 -0.2064
C 4.316 2.112 1.049 -0.360 2.221 0.122 -0.1995
C 3.259 3.332 1.237 -0.827 -1.254 -0.038 -0.2060
C 1.761 2.740 1.435 -0.119 1.342 -0.226 -0.2209
C 0.982 2.628 0.022 0.391 -1.151 0.815 -0.2055
C -0.529 2.108 0.195 0.331 0.425 -0.581 -0.2122
C -1.553 2.799 -0.853 0.599 0.532 1.691 -0.1494
C -3.020 2.693 -0.220 0.736 1.789 0.159 -0.1121
N -4.056 2.103 -1.117 0.371 -0.279 0.882 0.0404
C -4.608 0.915 -0.777 -3.201 -4.219 -0.426 -0.1815
N -5.637 0.243 -1.530 0.784 -1.553 2.726 0.1503
C -5.997 -0.965 -0.833 4.249 4.394 1.348 0.0565
N -5.155 -0.999 0.315 -2.395 -1.402 -1.847 -0.1079
C -5.042 -1.974 1.438 0.696 -0.230 1.099 -0.1177
C -3.680 -2.807 1.454 -0.498 -0.978 0.044 -0.1862
C -3.534 -3.849 0.244 0.257 0.883 -0.147 -0.2276
C -3.225 -3.133 -1.158 -0.538 -0.136 0.114 -0.1192
N -4.354 0.082 0.347 0.200 2.643 -2.260 0.1521
C -4.501 2.822 -2.315 -1.645 0.961 -0.231 -0.3169
F -5.904 3.031 -2.237 2.790 -0.477 -0.198 0.0832
F -3.951 4.128 -2.371 -0.607 -2.908 0.553 0.0853
C -4.152 2.120 -3.706 -0.739 0.375 -1.996 -0.1799
F -3.031 1.276 -3.652 -2.202 1.175 0.411 0.0413
F -5.291 1.447 -4.220 2.492 0.828 1.315 0.0287
H 4.998 -4.831 0.288 1.232 0.634 -0.428 0.0669
H 6.675 -4.848 -0.602 -1.147 0.471 0.882 0.0780
H 6.408 -3.684 0.787 -0.810 -0.908 -0.824 0.0694
H 4.701 -2.359 -0.670 0.890 -1.043 -0.648 0.0865
H 5.071 -3.544 -2.087 0.428 0.849 1.416 0.1061
H 7.244 -2.727 -2.410 -0.353 0.694 1.407 0.1113
H 7.621 -2.439 -0.640 -1.171 0.511 -0.942 0.1080
H 5.827 -0.531 -2.577 1.154 -0.589 0.985 0.1172
H 7.578 -0.263 -2.141 -1.159 -0.391 0.707 0.1090
H 4.952 -0.217 -0.362 1.316 0.631 0.196 0.0826
H 6.685 -0.216 0.406 -1.275 0.764 -0.908 0.1273
H 5.905 1.876 -1.898 0.102 -0.351 1.343 0.1101
H 7.346 1.863 -0.786 -1.580 -0.339 -0.252 0.1156
H 5.176 3.582 -0.425 0.438 -1.260 0.967 0.1007
H 6.313 3.148 0.922 -1.019 -0.871 -1.004 0.1166
H 3.731 1.286 0.540 1.039 0.776 0.613 0.0891
H 4.673 1.839 2.101 -0.611 -0.121 -1.620 0.1212
H 3.200 3.977 0.300 0.343 -0.755 1.215 0.0981
H 3.535 3.984 2.124 -0.291 -0.777 -1.130 0.1106
H 1.203 3.545 2.037 0.534 -1.384 -0.610 0.1084
H 1.763 1.752 2.006 -0.029 1.287 -0.744 0.1142
H 1.524 1.829 -0.593 -0.559 1.472 0.455 0.1159
H 1.030 3.658 -0.457 -0.136 -1.408 0.357 0.1120
H -0.816 2.328 1.281 0.027 -0.212 -1.494 0.1071
H -0.594 0.989 0.013 0.216 1.183 0.460 0.1093
H -1.270 3.912 -0.847 -0.520 -1.603 -0.365 0.1221
H -1.451 2.380 -1.899 -0.237 0.416 1.317 0.1173
H -3.369 3.760 0.019 0.418 -1.632 -0.255 0.1480
H -2.939 2.170 0.794 -0.505 0.405 -1.638 0.1172
H -6.780 -1.730 -1.098 1.169 1.097 0.374 0.1635
H -5.051 -1.351 2.404 -0.365 -0.969 -1.395 0.0646
H -5.954 -2.644 1.398 1.114 0.837 0.035 0.1464
H -3.699 -3.443 2.410 -0.138 1.148 -1.196 0.0824
H -2.784 -2.111 1.563 -1.067 -0.851 -0.369 0.1161
H -4.512 -4.428 0.127 1.452 0.545 0.433 0.1145
H -2.667 -4.547 0.492 -1.387 0.793 -0.261 0.1146
H -4.159 -3.176 -1.818 1.393 0.099 0.753 0.0724
H -2.964 -2.030 -1.015 -0.108 -1.489 -0.257 0.0608
H -2.387 -3.680 -1.685 -1.007 0.863 0.505 0.0801
H -3.680 0.234 1.101 -0.468 -0.316 -0.374 0.1713
H -3.936 2.957 -4.455 -0.123 -1.232 1.104 0.1861
C -5.977 -2.664 5.741 -0.078 -0.182 0.060 -1.5970
Br -7.615 -3.460 5.077 0.364 0.185 0.058 0.5760
Br -4.436 -3.786 5.389 -0.277 0.221 0.026 0.5837
Br -5.727 -0.863 5.064 -0.044 -0.199 0.150 0.5795
H -6.075 -2.586 6.822 0.040 0.025 -0.249 -0.0222